[1]
The following is a DFT calculation (wB97M-V/def2-TZVPD) of a 2-piece molecular cluster, C6H12O overall.

For the energy above the lowest of the compared OMol25 structures with the same formula, charge and spin, the calculation gives 39.84 kcal/mol. The largest force on an atom comes out at 0.4 eV Å⁻¹. As for the HOMO energy: -8.4 eV. For the total energy, the calculation gives -310.99578 Ha. For the frontier orbital gap, the calculation gives 9.30 eV. Its structure (SMILES) is C/C=C(/C)O.C=C.

Each line ends with the Mulliken charge.
Cartesian coordinates (Å):
1 C 2.009 -0.885 -0.407  -1.30
2 C 0.632 -0.910 0.185  0.70
3 O 0.550 -0.538 1.505  -0.53
4 C 0.078 2.153 -0.554  -0.48
5 C -0.867 2.270 0.370  -0.48
6 C -1.831 -1.320 0.171  -1.13
7 C -0.469 -1.301 -0.456  -0.24
8 H 2.447 0.122 -0.346  0.30
9 H 1.990 -1.178 -1.460  0.31
10 H 2.674 -1.567 0.135  0.36
11 H 1.271 0.073 1.700  0.34
12 H 1.120 2.387 -0.342  0.25
13 H -0.143 1.798 -1.557  0.22
14 H -0.648 2.599 1.383  0.23
15 H -1.904 2.023 0.155  0.24
16 H -2.611 -1.066 -0.555  0.31
17 H -1.882 -0.612 1.005  0.28
18 H -0.364 -1.643 -1.483  0.30
19 H -2.067 -2.314 0.570  0.31



[2]
The following is a DFT calculation (wB97M-V/def2-TZVPD) of a 2-piece molecular cluster, C2H7ClOSi overall in a non-equilibrium geometry.

For the energy above the lowest of the compared OMol25 structures with the same formula, charge and spin, the calculation gives 92.30 kcal/mol. The largest force on an atom comes out at 2.4 eV Å⁻¹. As for the HOMO energy: -10.1 eV. For the total energy, the calculation gives -905.29657 Ha. For the frontier orbital gap, the calculation gives 10.52 eV. Its structure (SMILES) is C[SiH]=O.CCl.

Each line ends with the Mulliken charge.
Cartesian coordinates (Å):
1 C -1.399 -0.306 1.961  -0.82
2 C 1.607 1.191 -1.948  -0.57
3 O 0.487 -2.495 1.057  -0.50
4 Si -0.718 -1.629 0.840  0.58
5 Cl 0.003 1.914 -2.043  -0.18
6 H -2.534 -0.272 2.037  0.29
7 H -1.012 -0.415 2.984  0.29
8 H -0.953 0.693 1.497  0.22
9 H 2.208 1.963 -2.481  0.25
10 H 1.510 0.202 -2.486  0.23
11 H 2.152 1.080 -0.971  0.27
12 H -1.352 -1.926 -0.448  -0.06



[3]
The following is a DFT calculation (wB97M-V/def2-TZVPD) of C41H64ClFeGeN6O2SSi5 as an isolated structure in a non-equilibrium geometry.

As for the charge: -1. The largest force on an atom comes out at 5.2 eV Å⁻¹. As for the HOMO energy (spin up / spin down): -3.1 / -3.1 eV. For the total energy, the calculation gives -7726.34669 Ha. For the frontier orbital gap (spin up / spin down), the calculation gives 3.86 / 3.88 eV.

Each line ends with the Mulliken charge.
Cartesian coordinates (Å):
1 Fe 0.192 0.627 0.030  -0.90
2 C 4.329 0.000 0.032  -1.23
3 Si 3.157 0.122 -1.468  0.59
4 C 4.332 0.779 -2.845  -1.77
5 C 2.977 -1.697 -2.055  -0.95
6 N 1.650 0.947 -1.231  0.94
7 C 1.133 1.865 -2.074  0.50
8 C 1.906 2.688 -2.909  -0.79
9 C 1.338 3.512 -3.851  -1.19
10 C -0.046 3.548 -3.992  -1.45
11 C -0.828 2.844 -3.109  -0.33
12 C -0.284 2.043 -2.095  0.39
13 N -1.040 1.421 -1.162  0.85
14 Si -2.370 2.310 -0.445  1.32
15 C -2.923 2.550 1.376  -1.03
16 C -4.004 1.592 -1.182  -0.32
17 C -2.263 4.180 -0.918  -1.58
18 H 5.255 -0.465 -0.294  0.62
19 H 3.910 -0.627 0.809  0.23
20 H 4.573 0.959 0.474  0.31
21 H 5.124 0.049 -2.982  0.42
22 H 4.812 1.715 -2.579  0.38
23 H 3.833 0.901 -3.801  0.41
24 H 3.894 -2.006 -2.545  0.62
25 H 2.161 -1.852 -2.751  0.12
26 H 2.828 -2.358 -1.210  0.19
27 H 2.972 2.686 -2.781  0.44
28 H 1.970 4.111 -4.489  0.34
29 H -0.507 4.151 -4.760  0.40
30 H -1.901 2.906 -3.178  0.29
31 H -2.833 1.661 1.976  -0.27
32 H -3.969 2.850 1.373  0.69
33 H -2.357 3.334 1.865  0.43
34 H -3.900 0.573 -1.538  -0.85
35 H -4.365 2.202 -2.003  0.59
36 H -4.783 1.599 -0.428  0.56
37 H -1.251 4.474 -1.176  0.31
38 H -2.580 4.798 -0.083  0.55
39 H -2.907 4.431 -1.755  0.30
40 S 0.207 -1.553 -0.691  -0.38
41 C 1.029 -2.121 0.943  -0.49
42 N 1.257 -3.361 1.211  -0.85
43 N 1.093 -4.341 0.317  0.81
44 C 1.316 -5.643 0.652  0.38
45 C 1.377 -6.629 -0.340  0.00
46 C 1.550 -7.952 0.008  -0.63
47 C 1.666 -8.317 1.341  -0.51
48 C 1.626 -7.341 2.327  -0.67
49 C 1.456 -6.016 1.995  -0.57
50 N 1.508 -1.192 1.703  -1.10
51 N 1.466 0.076 1.354  3.06
52 C 2.199 0.922 2.144  -0.32
53 C 2.584 0.582 3.452  -0.58
54 C 3.311 1.467 4.219  -0.83
55 C 3.711 2.690 3.702  -0.77
56 C 3.362 3.023 2.399  -0.90
57 C 2.618 2.160 1.627  -0.50
58 H 0.861 -4.107 -0.646  -0.22
59 H 1.286 -6.339 -1.376  0.42
60 H 1.595 -8.708 -0.765  0.38
61 H 1.792 -9.354 1.615  0.38
62 H 1.720 -7.628 3.365  0.38
63 H 1.410 -5.240 2.742  0.41
64 H 2.267 -0.368 3.854  0.47
65 H 3.561 1.205 5.240  0.42
66 H 4.282 3.386 4.300  0.43
67 H 3.674 3.971 1.983  0.46
68 H 2.330 2.421 0.622  0.51
69 Cl -0.759 0.579 6.993  -0.27
70 C -0.844 0.385 5.267  -0.23
71 C -1.254 -0.837 4.742  -0.96
72 C -1.348 -0.973 3.369  -0.27
73 C -1.061 0.076 2.491  -0.14
74 O -1.238 -0.067 1.205  -0.82
75 C -0.571 1.310 3.053  1.19
76 C -0.115 2.344 2.224  -0.96
77 O -0.077 2.326 0.942  -0.68
78 C -0.502 1.437 4.458  -1.13
79 H -1.499 -1.662 5.392  0.48
80 H -1.664 -1.912 2.946  0.33
81 H 0.288 3.238 2.712  0.20
82 H -0.161 2.370 4.884  0.47
83 C -4.534 -0.390 2.073  -1.08
84 Si -3.940 -1.642 0.750  1.92
85 C -5.440 -1.875 -0.440  -1.39
86 C -3.786 -3.268 1.773  -1.33
87 Ge -2.082 -1.772 -0.919  0.16
88 Si -2.118 -4.310 -1.320  1.31
89 C -0.789 -4.756 -2.655  -1.13
90 C -3.747 -5.116 -1.983  -1.33
91 C -1.806 -5.452 0.201  -1.12
92 Si -2.237 -1.036 -3.360  0.94
93 C -0.477 -0.925 -4.106  -0.65
94 C -3.214 0.428 -4.143  -1.02
95 C -3.220 -2.452 -4.234  -1.36
96 H -5.403 -0.787 2.596  0.57
97 H -4.810 0.568 1.650  0.27
98 H -3.756 -0.221 2.812  0.10
99 H -6.279 -2.346 0.064  0.47
100 H -5.162 -2.501 -1.282  0.21
101 H -5.787 -0.927 -0.836  0.32
102 H -4.236 -3.162 2.757  0.50
103 H -2.746 -3.535 1.921  0.03
104 H -4.268 -4.103 1.276  0.40
105 H -1.165 -4.603 -3.662  0.45
106 H -0.475 -5.794 -2.591  0.53
107 H 0.092 -4.125 -2.558  0.06
108 H -4.138 -4.634 -2.870  0.38
109 H -4.523 -5.079 -1.224  0.32
110 H -3.579 -6.162 -2.228  0.41
111 H -1.260 -4.940 0.986  0.11
112 H -1.239 -6.342 -0.057  0.41
113 H -2.744 -5.786 0.632  0.52
114 H -0.008 0.009 -3.810  -0.09
115 H -0.484 -0.965 -5.193  0.66
116 H 0.153 -1.732 -3.747  0.01
117 H -2.956 1.379 -3.707  -0.02
118 H -4.288 0.291 -4.045  0.38
119 H -2.987 0.487 -5.206  0.47
120 H -2.721 -3.409 -4.199  0.31
121 H -3.398 -2.214 -5.278  0.48
122 H -4.189 -2.564 -3.759  0.26



[4]
The following is a DFT calculation (wB97M-V/def2-TZVPD) of an isolated ion of composition C5H12N3O and charge +1 in a non-equilibrium geometry.

As for the charge: +1. For the energy above the lowest of the compared OMol25 structures with the same formula, charge and spin, the calculation gives 155.04 kcal/mol. The largest force on an atom comes out at 5.1 eV Å⁻¹. As for the HOMO energy: -13.9 eV. For the total energy, the calculation gives -436.78172 Ha. For the frontier orbital gap, the calculation gives 10.62 eV. Its structure (SMILES) is CC(C)C1=N[N@@H+](C)ON1.

Each line ends with the Mulliken charge.
Cartesian coordinates (Å):
1 C 0.110 0.316 -0.086  0.17
2 C -1.945 -0.031 -1.695  -1.40
3 C -2.056 1.171 0.705  -1.07
4 C 2.746 -1.786 0.389  -0.70
5 C -1.189 0.874 -0.546  0.39
6 N 0.447 -0.944 -0.026  -0.76
7 N 1.041 1.090 0.404  0.03
8 N 1.516 -0.947 0.818  0.50
9 O 1.984 0.415 1.122  -0.27
10 H -2.328 -0.926 -1.180  0.36
11 H -1.302 -0.173 -2.463  0.46
12 H -2.748 0.565 -2.168  0.36
13 H -2.722 0.261 0.641  0.27
14 H -2.613 2.134 0.490  0.30
15 H -1.471 1.103 1.552  0.40
16 H 2.691 -2.822 0.649  0.28
17 H 2.887 -1.612 -0.703  0.31
18 H 3.597 -1.247 0.799  0.37
19 H -1.023 1.835 -0.947  0.38
20 H 1.027 2.079 0.451  0.23
21 H 1.351 -1.355 1.796  0.39



[5]
The following is a DFT calculation (wB97M-V/def2-TZVPD) of an isolated ion of composition C3H9FNO and charge +1 in a non-equilibrium geometry.

As for the charge: +1. For the energy above the lowest of the compared OMol25 structures with the same formula, charge and spin, the calculation gives 0.00 kcal/mol. The largest force on an atom comes out at 4.5 eV Å⁻¹. As for the HOMO energy: -15.6 eV. For the total energy, the calculation gives -349.28474 Ha. For the frontier orbital gap, the calculation gives 11.93 eV. Its structure (SMILES) is C[C@H]([NH3+])[C@H](O)F.

Each line ends with the Mulliken charge.
Cartesian coordinates (Å):
1 C -1.477 -0.434 0.435  -1.36
2 C -0.403 -0.112 -0.498  -0.05
3 C 0.424 1.236 0.048  0.19
4 N 0.628 -1.235 -0.448  -0.34
5 O 1.770 1.200 -0.178  -0.51
6 F 0.155 1.357 1.369  -0.29
7 H -1.061 -0.884 1.337  0.39
8 H -2.040 -1.261 0.067  0.44
9 H -2.009 0.411 0.538  0.40
10 H -0.661 0.209 -1.592  0.40
11 H -0.039 2.110 -0.424  0.31
12 H 0.853 -1.470 0.577  0.39
13 H 1.501 -0.845 -0.734  0.33
14 H 0.223 -2.000 -1.013  0.36
15 H 2.135 1.719 0.516  0.34



[6]
The following is a DFT calculation (wB97M-V/def2-TZVPD) of C30H41N3O3Zn as an isolated structure in a non-equilibrium geometry.

As for the charge: +2. The largest force on an atom comes out at 6.0 eV Å⁻¹. As for the HOMO energy (spin up / spin down): -11.3 / -11.5 eV. For the total energy, the calculation gives -3336.36110 Ha. For the frontier orbital gap (spin up / spin down), the calculation gives 4.06 / 4.20 eV.

Each line ends with the Mulliken charge.
Cartesian coordinates (Å):
1 C -1.091 -2.351 -6.947  -1.25
2 C -1.845 -1.359 -7.496  0.76
3 H -1.546 -3.085 -6.291  0.33
4 H 0.009 -2.331 -7.116  0.28
5 C -2.194 -0.025 -7.030  1.10
6 C -1.942 0.578 -5.750  -1.12
7 H -2.512 0.243 -4.850  0.27
8 H -1.991 1.726 -5.874  0.29
9 C -2.122 -1.905 -8.891  -1.34
10 H -1.772 -2.951 -8.917  0.41
11 H -1.527 -1.272 -9.572  0.33
12 H -3.215 -1.817 -9.004  0.31
13 C -2.850 0.740 -8.212  -1.30
14 H -3.777 0.248 -8.572  0.29
15 H -2.189 0.643 -9.086  0.29
16 H -3.055 1.789 -8.036  0.38
17 Zn 0.283 0.784 0.116  -0.02
18 O 0.721 -0.263 -1.453  -0.67
19 C 1.494 -0.091 -2.467  0.90
20 O 1.317 2.260 -0.933  -0.59
21 C 1.906 2.208 -2.005  0.49
22 O 2.481 3.262 -2.560  -0.33
23 N 2.084 1.091 -2.811  0.31
24 C 3.145 2.853 -3.808  -0.44
25 C 2.577 1.481 -4.148  -0.50
26 H 4.235 2.784 -3.662  0.27
27 H 2.926 3.632 -4.560  0.35
28 H 3.311 0.793 -4.592  0.42
29 H 1.768 1.677 -4.901  0.22
30 C 1.878 -1.276 -3.075  -0.17
31 C 1.187 -2.387 -2.577  -0.69
32 H 2.470 -1.427 -4.032  0.33
33 H 0.173 -1.946 -2.623  0.22
34 H 1.257 -3.176 -3.314  0.40
35 C 2.549 -1.222 6.342  -2.00
36 C 3.239 -1.613 5.034  1.84
37 C 4.457 -0.693 4.852  -1.56
38 C 3.720 -3.065 5.135  -1.56
39 C 2.336 -1.427 3.809  0.09
40 C 2.883 -1.665 2.535  -0.66
41 C 2.255 -1.112 1.420  -0.54
42 N 1.152 -0.344 1.540  -0.20
43 C 0.475 -0.334 2.721  0.56
44 C 1.038 -0.904 3.879  0.17
45 C -0.880 0.226 2.647  -0.52
46 C -1.800 0.164 3.708  0.20
47 C -3.095 0.685 3.550  0.21
48 C -3.468 1.088 2.258  -0.45
49 C -2.523 1.070 1.225  -0.42
50 N -1.233 0.718 1.416  -0.35
51 C -4.022 0.830 4.774  1.93
52 C -5.336 1.525 4.408  -2.08
53 C -4.358 -0.535 5.396  -1.59
54 C -3.324 1.673 5.852  -1.54
55 H 3.265 -1.331 7.166  0.42
56 H 1.690 -1.866 6.557  0.40
57 H 2.222 -0.176 6.318  0.45
58 H 5.137 -0.786 5.706  0.43
59 H 5.012 -0.933 3.939  0.38
60 H 4.128 0.352 4.788  0.38
61 H 2.871 -3.749 5.243  0.39
62 H 4.300 -3.365 4.256  0.32
63 H 4.361 -3.177 6.018  0.44
64 H 3.811 -2.224 2.393  0.46
65 H 2.641 -1.257 0.408  0.44
66 H 0.432 -0.905 4.787  0.48
67 H -1.469 -0.322 4.630  0.36
68 H -4.482 1.419 2.019  0.50
69 H -2.795 1.351 0.204  0.43
70 H -5.907 0.943 3.676  0.43
71 H -5.955 1.632 5.307  0.42
72 H -5.150 2.528 4.008  0.46
73 H -3.464 -1.054 5.761  0.32
74 H -5.030 -0.388 6.252  0.45
75 H -4.873 -1.183 4.677  0.39
76 H -2.406 1.196 6.212  0.35
77 H -3.072 2.665 5.459  0.39
78 H -3.996 1.808 6.709  0.43